2 unconnected molecules or ions with the total composition C2H9N2O in a non-equilibrium geometry, computed with ωB97M-V/def2-TZVPD.

```
14
Properties=species:S:1:pos:R:3
C -0.81681 2.09546 -0.57547
O -1.06438 0.74061 -0.91318
H -1.11718 2.50737 0.41761
H -1.07792 2.87136 -1.37597
H 0.29146 2.12165 -0.56345
N -0.67017 -1.11304 0.68108
C 0.75601 -1.62795 0.69079
N 1.63562 -0.52886 0.18592
H -1.41242 -1.72998 0.31003
H -0.92494 -0.25843 0.05149
H 0.63121 -2.65467 0.02589
H 0.90837 -1.90641 1.82530
H 1.03269 0.22522 -0.02970
H 1.82846 -0.74234 -0.73033
```

Calculated values
HOMO = -2.96 eV
Charge = -1
F_max = 0.07264 hartree/bohr
ΔE to the lowest compared entry with this formula, charge and spin = 1.949 eV
DFT total energy = -266.272928 hartree
Gap between HOMO and LUMO = 7.59 eV

Here is what Mulliken gives for the atomic charges, in e: number 1, C, carries -0.611; number 2, O, carries -0.859; number 3, H, carries 0.190; number 4, H, carries 0.212; number 5, H, carries 0.151; number 6, N, carries -0.820; number 7, C, carries -0.066; number 8, N, carries -0.716; number 9, H, carries 0.196; number 10, H, carries 0.455; number 11, H, carries 0.142; number 12, H, carries 0.171; number 13, H, carries 0.286; number 14, H, carries 0.269


8 unconnected molecules or ions with the total composition C37H94BF4N5O5 in a non-equilibrium geometry, computed with ωB97M-V/def2-TZVPD.

```
146
Properties=species:S:1:pos:R:3
C 3.11424 -4.13294 -6.27511
N 2.48810 -5.42985 -5.95545
C 1.49405 -5.74749 -6.98985
C 3.45430 -6.50203 -5.91193
C 1.83279 -5.42086 -4.55090
C 1.01766 -4.13738 -4.20096
O 1.84966 -2.93377 -3.89938
H 3.74581 -4.27175 -7.10680
H 3.75371 -3.82504 -5.43130
H 2.35970 -3.40603 -6.45590
H 1.98323 -5.81591 -7.99293
H 0.73854 -4.99574 -7.04438
H 1.01312 -6.67721 -6.74200
H 2.99247 -7.39068 -5.55280
H 4.33786 -6.31931 -5.23964
H 3.96823 -6.70966 -6.89491
H 2.63905 -5.61771 -3.82868
H 1.11170 -6.23564 -4.53427
H 0.51864 -4.56640 -3.34266
H 0.21288 -3.88992 -4.99417
H 1.34429 -2.41531 -3.25128
C 1.85632 4.92418 -6.37200
C 3.06657 5.24238 -5.48295
N 3.61450 4.00143 -4.76655
C 2.59978 3.55698 -3.75688
C 3.87457 2.87395 -5.70641
C 4.79625 3.22983 -6.85409
C 4.92861 4.31590 -4.02909
C 5.08791 5.73153 -3.50037
O 3.94353 6.27331 -3.02042
C 4.10762 7.39951 -2.16441
H 2.22518 4.08939 -7.03104
H 1.51697 5.72590 -7.06330
H 1.01232 4.67607 -5.70596
H 2.80590 5.98329 -4.76028
H 3.89278 5.71421 -6.01426
H 2.96854 2.78279 -3.12459
H 1.59709 3.33976 -4.24398
H 2.47400 4.34070 -3.02163
H 2.91413 2.55763 -6.07702
H 4.31588 2.11176 -5.10131
H 4.56935 4.27523 -7.15254
H 4.51353 2.60478 -7.70226
H 5.87845 3.18924 -6.66476
H 5.73988 4.05098 -4.62519
H 4.93767 3.58686 -3.20051
H 5.48937 6.38953 -4.23680
H 5.94002 5.71947 -2.73012
H 4.30237 6.95525 -1.18224
H 3.15736 7.87003 -2.13131
H 4.81776 8.07826 -2.56148
C -4.40379 3.64251 -0.45672
C -2.99611 4.32786 -0.61130
N -2.19389 4.60370 0.63000
C -1.93786 3.24371 1.34656
C -0.88826 5.19126 0.23276
C -1.06583 6.41189 -0.71047
C -3.00916 5.52291 1.47823
C -2.30649 6.37130 2.51193
O -1.65060 5.56149 3.44425
C -1.32567 6.15782 4.66848
H -5.09480 3.81544 0.35874
H -4.19811 2.60528 -0.41909
H -4.92342 3.82974 -1.38102
H -3.04389 5.28202 -1.11261
H -2.32299 3.79914 -1.14795
H -1.37653 3.48125 2.22365
H -1.30761 2.70484 0.58108
H -2.82464 2.72411 1.52703
H -0.36660 4.44360 -0.40608
H -0.31323 5.50118 1.12611
H -0.05756 6.79364 -0.75892
H -1.80972 7.17791 -0.44919
H -1.31622 6.14162 -1.75388
H -3.79983 4.98338 2.00112
H -3.46538 6.20490 0.78548
H -3.03480 6.98474 3.02062
H -1.70341 7.16691 2.08697
H -0.55271 5.55663 5.05651
H -2.12303 6.26952 5.41639
H -1.00207 7.21195 4.44288
C 3.76742 -1.60754 7.77968
C 3.16284 -2.89563 7.27800
N 3.74270 -4.09766 7.58765
C 5.11240 -4.30151 7.06733
C 3.85192 -4.27800 9.05628
C 2.59639 -4.23067 9.84881
C 2.77875 -5.07464 6.84194
C 2.96474 -6.49798 7.21065
O 1.15711 -6.95744 7.76307
C 0.76292 -8.19875 7.91735
H 3.40009 -0.65110 7.34056
H 4.87541 -1.50357 7.84340
H 3.44452 -1.53032 8.79194
H 3.17784 -2.90879 6.16005
H 2.17122 -2.85055 7.49097
H 5.81545 -3.63456 7.55329
H 5.06812 -4.14901 6.02655
H 5.45166 -5.26363 7.26576
H 4.46676 -3.43292 9.37011
H 4.49240 -5.16105 9.14979
H 1.75754 -4.72806 9.41736
H 2.35497 -3.18431 9.82419
H 2.76522 -4.58869 10.88275
H 2.82394 -4.91213 5.77657
H 1.76427 -4.78992 7.04435
H 3.07321 -6.73947 8.22352
H 3.06458 -7.34371 6.51988
H -0.08160 -8.45394 8.75313
H 1.15941 -8.97631 7.21616
H 7.37272 -9.59242 -7.59002
C -8.56903 -3.36993 2.17676
C -8.08421 -2.05224 1.58703
N -6.77435 -2.00756 0.93197
C -5.70079 -2.36721 1.98509
C -6.72710 -3.03128 -0.18462
C -7.68849 -2.74898 -1.36385
C -6.48110 -0.59809 0.46613
C -5.29677 -0.45434 -0.57710
O -4.09853 -0.45669 0.17337
C -2.96395 -0.79669 -0.57817
H -7.84530 -3.82235 2.85227
H -8.88273 -4.11378 1.39768
H -9.45999 -3.05155 2.74873
H -7.89142 -1.31303 2.38455
H -8.84895 -1.62171 0.90224
H -4.73298 -2.27760 1.50769
H -5.80413 -3.39300 2.30051
H -5.89450 -1.70087 2.76870
H -7.04608 -3.94309 0.31025
H -5.65618 -3.15066 -0.49395
H -7.44790 -1.84525 -1.93442
H -8.67077 -2.64907 -0.95049
H -7.66102 -3.64953 -1.97663
H -6.26878 -0.06695 1.41116
H -7.42548 -0.25296 0.01249
H -5.34966 0.48127 -1.11767
H -5.29772 -1.29212 -1.25395
H -3.09185 -1.82797 -0.99434
H -2.14341 -0.97236 0.09724
H -2.82415 -0.02111 -1.36658
B -0.04280 2.37569 -2.43877
F -0.12271 3.83411 -2.45792
F -0.21938 1.88013 -3.65208
F 1.26139 2.02141 -1.99950
F -1.06414 1.92792 -1.63743
```

Calculated values
HOMO = -10.55 eV
Charge = +4
F_max = 0.13400 hartree/bohr
DFT total energy = -2538.867669 hartree
Gap between HOMO and LUMO = 0.89 eV

Mulliken atomic charge list, values in e, 99 entries: number 1, C, carries -0.988; number 2, N, carries -0.127; number 3, C, carries -0.923; number 4, C, carries -0.928; number 5, C, carries -0.506; number 6, C, carries -0.425; number 7, O, carries -0.462; number 8, H, carries 0.428; number 9, H, carries 0.368; number 10, H, carries 0.417; number 11, H, carries 0.385; number 12, H, carries 0.385; number 13, H, carries 0.427; number 14, H, carries 0.416; number 15, H, carries 0.388; number 16, H, carries 0.403; number 17, H, carries 0.435; number 18, H, carries 0.343; number 19, H, carries 0.407; number 20, H, carries 0.266; number 21, H, carries 0.278; number 22, C, carries -1.025; number 23, C, carries -0.873; number 24, N, carries 0.737; number 25, C, carries -1.601; number 26, C, carries -0.869; number 27, C, carries -1.120; number 28, C, carries -0.588; number 29, C, carries -0.840; number 30, O, carries -0.229; number 31, C, carries -0.901; number 32, H, carries 0.228; number 33, H, carries 0.411; number 34, H, carries 0.244; number 35, H, carries 0.384; number 36, H, carries 0.717; number 37, H, carries 0.659; number 38, H, carries 0.229; number 39, H, carries 0.535; number 40, H, carries 0.600; number 41, H, carries 0.521; number 42, H, carries 0.278; number 43, H, carries 0.385; number 44, H, carries 0.392; number 45, H, carries 0.440; number 46, H, carries 0.312; number 47, H, carries 0.486; number 48, H, carries 0.456; number 49, H, carries 0.308; number 50, H, carries 0.249; number 51, H, carries 0.399; number 52, C, carries -1.379; number 53, C, carries -0.614; number 54, N, carries 0.449; number 55, C, carries -0.959; number 56, C, carries -0.006; number 57, C, carries -1.322; number 58, C, carries -0.638; number 59, C, carries -1.118; number 60, O, carries -0.320; number 61, C, carries -0.779; number 62, H, carries 0.349; number 63, H, carries 0.172; number 64, H, carries 0.472; number 65, H, carries 0.625; number 66, H, carries 0.422; number 67, H, carries 0.395; number 68, H, carries 0.244; number 69, H, carries 0.473; number 70, H, carries 0.186; number 71, H, carries 0.470; number 72, H, carries 0.385; number 73, H, carries 0.391; number 74, H, carries 0.305; number 75, H, carries 0.435; number 76, H, carries 0.499; number 77, H, carries 0.644; number 78, H, carries 0.398; number 79, H, carries 0.272; number 80, H, carries 0.299; number 81, H, carries 0.318; number 82, C, carries -1.332; number 83, C, carries -0.617; number 84, N, carries 0.119; number 85, C, carries -0.994; number 86, C, carries -0.743; number 87, C, carries -1.256; number 88, C, carries -0.558; number 89, C, carries -0.715; number 90, O, carries -0.373; number 91, C, carries -0.135; number 92, H, carries 0.372; number 93, H, carries 0.284; number 94, H, carries 0.384; number 95, H, carries 0.510; number 96, H, carries 0.488; number 97, H, carries 0.441; number 98, H, carries 0.381; number 99, H, carries 0.494